# C5H7NO2

A single C5H7NO2 molecule at a distorted geometry (wB97M-V/def2-TZVPD, the Open Molecules 2025 dataset).

Geometry as ORCA input:
```
! wB97M-V def2-TZVPD RIJCOSX def2/J DEFGRID3
* xyz 0 1
O 2.1090 0.4147 -2.6914
C 1.5749 -0.1919 -1.8119
N 0.7447 0.4296 -0.8708
C -0.0975 0.0175 0.2235
C -0.9127 -1.0766 0.2927
C -1.3556 -1.0133 1.7349
C -1.5017 0.4233 1.7758
O -0.4264 0.9319 1.1058
H 1.8702 -1.2157 -1.4855
H 0.4553 1.4844 -1.1736
H -0.5727 -2.1180 -0.1211
H -0.3998 -1.1727 2.3797
H -2.2573 -1.7235 1.9641
H -2.5033 0.8239 1.2223
H -1.5102 1.1877 2.7047
*
```

Results
**LUMO level**: 0.73 eV
**Structure (SMILES)**: O=CNC1=CCCO1
**Orbital gap**: 9.39 eV
**HOMO level**: -8.66 eV
**Maximum force**: 7.99 eV/A

# C7H10

A single C7H10 molecule (wB97M-V/def2-TZVPD, the Open Molecules 2025 dataset).

Geometry as ORCA input:
```
! wB97M-V def2-TZVPD RIJCOSX def2/J DEFGRID3
* xyz 0 1
C 2.3457 1.1915 0.2332
C 1.3069 0.6610 -0.0785
C -0.0489 0.2199 -0.3745
C -0.7818 -0.4945 0.7665
C 0.1216 -1.3851 1.6134
C -0.4817 -0.0792 -1.7943
C -0.7911 1.2547 -1.2032
H 3.2492 1.6903 0.5138
H -1.6012 -1.0992 0.3562
H -1.2514 0.2592 1.4092
H 0.5652 -2.1981 1.0294
H -0.4432 -1.8358 2.4328
H 0.9367 -0.8021 2.0498
H 0.2352 -0.1749 -2.6012
H -1.3168 -0.7691 -1.8696
H -1.8140 1.5075 -0.9399
H -0.1902 2.0967 -1.5308
*
```

Results
**LUMO level**: 1.15 eV
**Structure (SMILES)**: C#CC1(CC)CC1
**Orbital gap**: 10.39 eV
**HOMO level**: -9.24 eV
**Maximum force**: 0.50 eV/A

# C4H11N4O2PdS

A molecular structure, C4H11N4O2PdS at a distorted geometry (wB97M-V/def2-TZVPD, the Open Molecules 2025 dataset).

Geometry as ORCA input:
```
! wB97M-V def2-TZVPD RIJCOSX def2/J DEFGRID3
* xyz -1 1
Pd -0.2645 -0.2743 -0.4345
N -0.8860 2.3221 -0.2603
C -2.2020 1.6392 -0.3151
C -2.6580 1.2051 1.0770
C -3.0645 -0.2696 1.1738
O -4.1836 -0.5153 1.6762
O -2.1870 -1.0970 0.7694
H -0.9439 3.1524 0.3210
H -0.5944 2.6156 -1.1791
H -2.0629 0.7483 -0.9534
H -2.9650 2.2730 -0.7809
H -3.4813 1.8125 1.4486
H -1.8023 1.3215 1.7494
N 1.9259 -0.6150 0.9025
N 2.8701 -1.2389 0.1281
C 2.6226 -1.5615 -1.1746
N 3.6953 -2.2665 -1.7128
S 1.2932 -1.1385 -2.0536
H 2.1801 0.2988 1.2190
H 1.4511 -1.2007 1.5617
H 3.6950 -1.6133 0.5583
H 4.1083 -2.9592 -1.1037
H 3.4536 -2.6385 -2.6170
*
```

Results
**LUMO level**: 2.81 eV
**Orbital gap**: 5.16 eV
**HOMO level**: -2.35 eV
**Maximum force**: 1.29 eV/A

# C35H67FeN5O6P2S3

A molecular structure, C35H67FeN5O6P2S3 (wB97M-V/def2-TZVPD, the Open Molecules 2025 dataset).

Geometry as ORCA input:
```
! wB97M-V def2-TZVPD RIJCOSX def2/J DEFGRID3
* xyz 1 6
Fe 0.0536 -0.1240 0.0477
C -3.7272 2.1410 -0.3275
C -2.8564 0.9298 -0.1561
O -1.6378 1.0731 -0.3185
C -3.4460 -0.3434 0.2090
C -4.8361 -0.5452 0.1398
C -5.4026 -1.7462 0.4861
C -4.5726 -2.7819 0.9363
C -3.2133 -2.6096 1.0313
C -2.6093 -1.3854 0.6673
O -1.3219 -1.2588 0.8112
H -3.0902 3.0217 -0.3694
H -4.4291 2.2284 0.5016
H -4.3106 2.0597 -1.2478
H -5.4700 0.2607 -0.2069
H -6.4713 -1.8918 0.4155
H -5.0104 -3.7323 1.2174
H -2.5649 -3.4049 1.3799
C -0.4298 -3.8708 -2.8136
P 0.8641 -2.9144 -2.0282
C 1.8711 -4.0600 -1.0733
C 1.9189 -2.2864 -3.3377
O 0.2797 -1.8542 -1.1460
H -0.0201 -4.6769 -3.4235
H -1.0190 -3.2015 -3.4419
H -1.0800 -4.2852 -2.0426
H 2.3601 -4.7960 -1.7124
H 1.2347 -4.5763 -0.3536
H 2.6278 -3.4898 -0.5296
H 2.4209 -3.1025 -3.8594
H 2.6506 -1.6052 -2.9010
H 1.3175 -1.7080 -4.0392
C -0.9891 2.2903 -6.3826
C -2.4422 2.4183 -5.9367
C -2.6500 3.2253 -4.6549
C -2.0001 2.6230 -3.4116
N -0.5956 3.0056 -3.3082
C 0.4019 2.2613 -2.8254
S 0.2198 0.5692 -2.5713
N 1.5653 2.8847 -2.6275
C 2.8244 2.2846 -2.2025
C 3.9651 2.5111 -3.1950
C 4.0427 1.4891 -4.3294
C 2.8942 1.5598 -5.3303
H -0.9215 1.7488 -7.3273
H -0.3885 1.7516 -5.6485
H -0.5341 3.2734 -6.5295
H -2.8639 1.4186 -5.7917
H -3.0258 2.8837 -6.7345
H -3.7218 3.3169 -4.4645
H -2.2815 4.2484 -4.7952
H -2.0454 1.5359 -3.4377
H -2.5085 2.9594 -2.5071
H -0.4386 4.0042 -3.3230
H 1.5490 3.8944 -2.6569
H 2.6381 1.2230 -2.0637
H 3.0749 2.7026 -1.2247
H 4.9037 2.4883 -2.6337
H 3.8905 3.5211 -3.6135
H 4.0797 0.4835 -3.8922
H 4.9897 1.6284 -4.8572
H 1.9395 1.3163 -4.8631
H 3.0486 0.8552 -6.1494
H 2.8147 2.5595 -5.7643
C 0.3999 3.5339 4.5100
C -0.2305 4.4254 3.4586
C -1.6639 4.0512 3.1354
O 0.6305 4.4796 2.2840
P 0.5721 3.6732 0.9102
S -0.8342 4.2304 -0.2992
S 0.6634 1.7045 1.4738
O 1.9728 4.0838 0.2698
C 3.2816 4.2811 0.8754
C 3.3827 5.6816 1.4495
C 3.6675 3.2023 1.8692
H -0.1917 3.5851 5.4263
H 1.4129 3.8671 4.7397
H 0.4355 2.4981 4.1724
H -0.2046 5.4578 3.8098
H -1.7269 3.0289 2.7578
H -2.0860 4.7231 2.3910
H -2.2552 4.1201 4.0503
H 3.9447 4.2114 0.0100
H 2.7496 5.7857 2.3283
H 3.0752 6.4198 0.7091
H 4.4171 5.8845 1.7336
H 3.0506 3.2510 2.7668
H 4.7097 3.3561 2.1573
H 3.5549 2.2081 1.4359
N 2.3654 -0.1407 -0.3325
C 3.3830 -0.6240 -0.0766
N 4.5681 -1.1227 0.2206
C 5.4121 -1.5995 -0.8899
C 6.2476 -0.4605 -1.4591
C 7.0603 0.2133 -0.3538
C 6.1516 0.6842 0.7816
C 5.3106 -0.4666 1.3165
H 4.7688 -2.0498 -1.6448
H 6.0543 -2.3842 -0.4827
H 5.5762 0.2711 -1.9230
H 6.8996 -0.8454 -2.2450
H 7.6177 1.0569 -0.7616
H 7.7980 -0.4946 0.0382
H 5.4821 1.4719 0.4176
H 6.7372 1.1105 1.5977
H 4.5902 -0.1364 2.0631
H 5.9449 -1.2329 1.7681
C -0.1940 -3.7485 3.9390
N -0.0323 -2.4417 3.3304
C -0.7713 -1.3350 3.9201
C 0.7881 -2.2444 2.3087
O 0.9919 -1.1493 1.7814
H 0.1876 -3.7476 4.9615
H 0.3457 -4.4962 3.3608
H -1.2506 -4.0169 3.9632
H -0.4578 -1.1953 4.9561
H -1.8388 -1.5561 3.8945
H -0.5769 -0.4332 3.3474
H 1.2893 -3.1566 1.9547
*
```

Results
**LUMO level (spin up / spin down)**: -1.66 / -3.14 eV
**Orbital gap (spin up / spin down)**: 8.18 / 6.70 eV
**HOMO level (spin up / spin down)**: -9.84 / -9.85 eV
**Maximum force**: 0.56 eV/A

# CH6N2P2

A single CH6N2P2 molecule at a distorted geometry (wB97M-V/def2-TZVPD, the Open Molecules 2025 dataset).

Geometry as ORCA input:
```
! wB97M-V def2-TZVPD RIJCOSX def2/J DEFGRID3
* xyz 0 1
C -0.7625 -0.7373 -0.0031
N -0.9969 0.6103 0.4494
N -0.5247 1.7628 0.1141
P 1.3208 -1.0146 0.1289
P 2.2403 0.8063 0.0818
H -1.2916 -1.4171 0.7092
H -0.9954 -1.0169 -1.0561
H -1.0932 0.6304 1.4086
H -0.6493 1.9212 -0.8341
H 1.3849 -1.2474 1.5904
H 2.6026 0.9242 -1.3447
*
```

Results
**LUMO level (spin up / spin down)**: -0.47 / -0.46 eV
**Orbital gap (spin up / spin down)**: 7.50 / 7.50 eV
**HOMO level (spin up / spin down)**: -7.97 / -7.97 eV
**Maximum force**: 2.65 eV/A

# C2H2NO2S2

2 unconnected molecules or ions with the total composition C2H2NO2S2 at a distorted geometry (wB97M-V/def2-TZVPD, the Open Molecules 2025 dataset).

Geometry as ORCA input:
```
! wB97M-V def2-TZVPD RIJCOSX def2/J DEFGRID3
* xyz -1 1
C 0.0652 0.1965 0.7866
C -0.7576 -0.5398 -2.4683
N 1.1343 0.3688 1.6771
O 0.1271 -0.9213 -3.1270
O 0.1744 -0.6859 -0.0695
S -2.0603 0.2629 -1.9316
S -1.0839 1.4518 0.8272
H 1.6248 -0.5383 1.6229
H 0.7762 0.4053 2.6824
*
```

Results
**LUMO level**: 3.46 eV
**Orbital gap**: 6.58 eV
**HOMO level**: -3.12 eV
**Maximum force**: 3.34 eV/A

# C5H6O

A single C5H6O molecule (wB97M-V/def2-TZVPD, the Open Molecules 2025 dataset).

Geometry as ORCA input:
```
! wB97M-V def2-TZVPD RIJCOSX def2/J DEFGRID3
* xyz 0 1
C 2.6199 -0.5451 -0.1312
C 1.4821 -0.1527 -0.2013
C 0.0903 -0.0160 0.2181
C -1.0833 -0.7142 -0.4906
O -1.9531 0.3807 -0.1770
C -0.8533 1.2034 0.2366
H 3.5757 -0.9359 0.1325
H 0.1835 -0.3466 1.2520
H -0.9709 -0.8379 -1.5759
H -1.4184 -1.6613 -0.0530
H -1.0102 1.5958 1.2472
H -0.6624 2.0298 -0.4574
*
```

Results
**LUMO level**: 0.92 eV
**Structure (SMILES)**: C#CC1COC1
**Orbital gap**: 10.73 eV
**HOMO level**: -9.81 eV
**Maximum force**: 0.53 eV/A

# C18H7F11N4O5PtS2Se

A molecular structure, C18H7F11N4O5PtS2Se (wB97M-V/def2-TZVPD, the Open Molecules 2025 dataset).

Geometry as ORCA input:
```
! wB97M-V def2-TZVPD RIJCOSX def2/J DEFGRID3
* xyz -2 1
Pt -0.5573 -0.5970 0.5021
O -2.5027 -1.2499 0.5011
C -3.2903 -1.3848 -0.5044
C -4.5488 -2.0092 -0.2826
C -5.4521 -2.2034 -1.2941
C -5.1600 -1.7854 -2.5985
C -3.9510 -1.1715 -2.8363
C -3.0025 -0.9502 -1.8263
C -1.7574 -0.2622 -2.1523
N -0.7037 0.0069 -1.3786
C 0.2292 0.6789 -2.1505
C -0.2630 0.8155 -3.4011
N -1.5044 0.2251 -3.3907
H -4.7500 -2.3302 0.7315
H -6.3977 -2.6900 -1.0819
H -5.8652 -1.9390 -3.4048
H -3.7456 -0.8570 -3.8536
H 1.1857 1.0893 -1.8669
H 0.1577 1.3079 -4.2602
H -2.1384 0.1748 -4.1632
F -3.0011 0.4736 2.7775
C -2.1928 0.3063 3.8193
F -2.9367 0.3117 4.9322
F -1.3378 1.3173 3.8733
S -1.3165 -1.3116 3.6614
O -0.4081 -1.1544 2.5210
O -2.3363 -2.3040 3.5550
N -0.5177 -1.2367 4.9966
S 0.4919 -2.3144 5.5450
O 0.7334 -2.0478 6.9319
O 0.2324 -3.6576 5.1151
C 2.0923 -1.8745 4.7252
F 3.0845 -2.5434 5.3333
F 2.0910 -2.2129 3.4413
F 2.3446 -0.5706 4.8282
F 2.1994 -1.7659 -0.6032
C 2.4148 -0.6929 0.1897
C 1.3446 0.0272 0.6911
C 1.6835 1.1061 1.4910
F 0.7191 1.8720 2.0370
C 2.9894 1.4418 1.8007
F 3.2667 2.4854 2.5986
C 4.0244 0.6893 1.2809
F 5.2987 1.0023 1.5618
C 3.7349 -0.3846 0.4638
F 4.7385 -1.1187 -0.0464
Se 2.8591 3.2879 -1.6084
C 2.3277 3.2681 -3.3553
N 1.9531 3.2235 -4.4564
*
```

Results
**LUMO level**: 4.12 eV
**Orbital gap**: 6.42 eV
**HOMO level**: -2.30 eV
**Maximum force**: 0.71 eV/A

ΔE to the lowest compared entry with this formula, charge and spin, respectively: 290.5; 247.1; 222.2; 0.0; 271.7; 39.6; 307.8; 0.0 kJ/mol.
Molecular weight, respectively: 113.1; 94.2; 285.6; 867.9; 108.0; 136.2; 82.1; 906.4 g mol⁻¹.
Total energy, respectively: -10880.60661; -7418.47387; -28696.71910; -142590.09780; -22688.14521; -29363.90604; -7326.09445; -155135.88145 eV.